{"formula": "C78H160N8O22", "method": "ωB97M-V with the def2-TZVPD basis set", "smiles": "CC1(C)CCCC(C)(C)N1O.CC1(C)CCCC(C)(C)N1O.CC1(C)CCCC(C)(C)N1O.CC1(C)CCCC(C)(C)N1O.CC1(C)CCCC(C)(C)N1O.CC1(C)CCCC(C)(C)N1O.COCCNCCOC.COCCNCCOC.O=C1OCCO1.O=C1OCCO1.O=C1OCCO1.O=C1OCCO1", "homo_lumo_gap_ev": 8.19, "species": ["C", "C", "O", "C", "O", "O", "H", "H", "H", "H", "C", "C", "O", "C", "O", "O", "H", "H", "H", "H", "C", "C", "O", "C", "O", "O", "H", "H", "H", "H", "C", "C", "O", "C", "O", "O", "H", "H", "H", "H", "C", "C", "C", "C", "C", "C", "N", "O", "C", "C", "C", "H", "H", "H", "H", "H", "H", "H", "H", "H", "H", "H", "H", "H", "H", "H", "H", "H", "H", "H", "C", "C", "C", "C", "C", "C", "N", "O", "C", "C", "C", "H", "H", "H", "H", "H", "H", "H", "H", "H", "H", "H", "H", "H", "H", "H", "H", "H", "H", "H", "C", "C", "C", "C", "C", "C", "N", "O", "C", "C", "C", "H", "H", "H", "H", "H", "H", "H", "H", "H", "H", "H", "H", "H", "H", "H", "H", "H", "H", "H", "C", "C", "C", "C", "C", "C", "N", "O", "C", "C", "C", "H", "H", "H", "H", "H", "H", "H", "H", "H", "H", "H", "H", "H", "H", "H", "H", "H", "H", "H", "C", "C", "C", "C", "C", "C", "N", "O", "C", "C", "C", "H", "H", "H", "H", "H", "H", "H", "H", "H", "H", "H", "H", "H", "H", "H", "H", "H", "H", "H", "C", "C", "C", "C", "C", "C", "N", "O", "C", "C", "C", "H", "H", "H", "H", "H", "H", "H", "H", "H", "H", "H", "H", "H", "H", "H", "H", "H", "H", "H", "C", "O", "C", "C", "N", "C", "C", "O", "C", "H", "H", "H", "H", "H", "H", "H", "H", "H", "H", "H", "H", "H", "H", "H", "C", "O", "C", "C", "N", "C", "C", "O", "C", "H", "H", "H", "H", "H", "H", "H", "H", "H", "H", "H", "H", "H", "H", "H"], "xyz": [[-8.522, -10.713, 30.195], [-8.410, -9.365, 30.978], [-7.835, -9.777, 32.249], [-7.877, -11.100, 32.348], [-7.654, -11.798, 33.310], [-8.264, -11.696, 31.186], [-7.618, -10.644, 29.592], [-9.519, -10.734, 29.769], [-9.397, -8.913, 30.856], [-7.845, -8.680, 30.348], [-1.584, -8.271, 28.830], [-2.058, -9.200, 29.896], [-2.793, -8.395, 30.889], [-3.101, -7.272, 30.190], [-3.909, -6.484, 30.582], [-2.396, -7.123, 29.060], [-1.890, -8.631, 27.851], [-0.566, -7.890, 28.924], [-1.326, -9.859, 30.354], [-2.695, -9.980, 29.479], [-0.279, -8.970, 23.447], [-0.038, -7.916, 24.547], [-0.757, -8.421, 25.647], [-1.574, -9.400, 25.290], [-2.406, -9.907, 25.985], [-1.293, -9.771, 24.040], [0.691, -9.404, 23.199], [-0.509, -8.429, 22.527], [-0.474, -6.972, 24.224], [1.033, -7.869, 24.731], [-5.463, -8.268, 27.845], [-5.480, -9.044, 26.541], [-6.662, -9.796, 26.561], [-7.544, -9.015, 27.266], [-8.732, -9.153, 27.230], [-6.904, -8.091, 27.975], [-4.907, -7.377, 27.557], [-5.000, -8.685, 28.738], [-4.642, -9.742, 26.575], [-5.280, -8.307, 25.762], [-1.634, -11.617, 35.528], [-0.074, -11.768, 35.417], [0.239, -12.891, 34.465], [-0.018, -12.517, 33.018], [0.774, -11.236, 32.577], [0.549, -10.068, 33.629], [0.580, -10.539, 35.049], [0.382, -9.459, 35.918], [1.783, -9.149, 33.390], [-0.753, -9.313, 33.228], [0.552, -12.201, 36.755], [-1.943, -11.503, 36.569], [-2.169, -12.526, 35.240], [-2.042, -10.800, 34.942], [1.274, -13.203, 34.622], [-0.443, -13.719, 34.663], [-1.102, -12.397, 32.915], [0.176, -13.398, 32.399], [0.474, -10.955, 31.568], [1.774, -11.673, 32.564], [1.810, -8.064, 33.503], [2.718, -9.443, 33.881], [2.228, -9.278, 32.394], [-0.658, -8.861, 32.244], [-1.623, -9.967, 33.278], [-0.988, -8.549, 33.971], [1.623, -12.381, 36.684], [0.063, -13.135, 37.042], [0.299, -11.478, 37.531], [1.208, -9.444, 36.413], [-4.901, -12.014, 29.619], [-3.886, -13.078, 29.133], [-4.251, -13.508, 27.701], [-3.163, -14.429, 27.180], [-1.879, -13.634, 27.086], [-1.427, -13.039, 28.414], [-2.572, -12.448, 29.146], [-2.230, -11.902, 30.379], [-0.779, -14.206, 29.169], [-0.350, -11.955, 28.130], [-3.974, -14.300, 30.149], [-4.957, -11.115, 29.000], [-4.645, -11.519, 30.562], [-5.829, -12.530, 29.870], [-5.108, -14.181, 27.718], [-4.270, -12.642, 27.040], [-3.376, -14.856, 26.197], [-2.990, -15.294, 27.823], [-1.975, -12.921, 26.262], [-1.114, -14.324, 26.720], [0.033, -14.683, 28.615], [-0.227, -13.937, 30.078], [-1.510, -14.979, 29.400], [-0.308, -11.057, 28.750], [0.657, -12.374, 28.151], [-0.441, -11.486, 27.146], [-3.130, -14.503, 30.814], [-4.018, -15.328, 29.768], [-4.856, -14.280, 30.791], [-1.478, -12.437, 30.679], [5.151, -18.590, 32.356], [4.032, -18.540, 31.284], [3.267, -19.869, 31.486], [2.094, -19.944, 32.501], [1.191, -18.744, 32.250], [1.956, -17.411, 32.358], [3.148, -17.395, 31.496], [3.882, -16.200, 31.518], [1.025, -16.430, 31.665], [2.159, -16.911, 33.813], [4.512, -18.571, 29.828], [5.679, -17.633, 32.351], [5.826, -19.438, 32.260], [4.745, -18.555, 33.369], [2.802, -20.309, 30.595], [3.922, -20.719, 31.698], [2.475, -19.934, 33.529], [1.674, -20.949, 32.439], [0.511, -18.867, 33.096], [0.752, -19.007, 31.287], [0.595, -16.782, 30.726], [0.164, -16.116, 32.265], [1.490, -15.465, 31.441], [2.767, -17.639, 34.358], [2.775, -16.012, 33.812], [1.248, -16.783, 34.394], [4.875, -17.621, 29.430], [3.706, -18.835, 29.144], [5.345, -19.275, 29.814], [3.545, -15.751, 30.735], [1.881, -18.516, 24.597], [0.953, -19.435, 25.374], [1.243, -19.195, 26.897], [0.520, -17.967, 27.555], [-0.949, -17.880, 27.116], [-1.123, -17.833, 25.514], [-0.436, -19.053, 25.066], [-0.917, -19.490, 23.783], [-2.652, -17.900, 25.381], [-0.564, -16.540, 24.970], [1.390, -20.897, 25.015], [1.524, -18.546, 23.559], [2.825, -19.009, 24.347], [1.948, -17.483, 24.925], [1.025, -20.104, 27.458], [2.313, -18.987, 26.947], [1.008, -17.012, 27.352], [0.671, -18.091, 28.630], [-1.170, -16.892, 27.536], [-1.682, -18.562, 27.541], [-2.830, -18.976, 25.366], [-3.208, -17.522, 26.244], [-3.175, -17.316, 24.622], [0.282, -16.190, 25.570], [-0.188, -16.689, 23.957], [-1.237, -15.682, 25.009], [0.750, -21.606, 25.557], [2.358, -21.151, 25.443], [1.273, -21.252, 23.992], [-0.916, -20.444, 23.919], [-7.676, -17.014, 32.842], [-7.810, -17.200, 31.314], [-9.060, -18.004, 31.008], [-9.561, -17.846, 29.585], [-9.649, -16.378, 29.162], [-8.371, -15.541, 29.447], [-7.906, -15.789, 30.825], [-6.792, -14.972, 31.172], [-7.301, -15.807, 28.330], [-8.791, -14.064, 29.300], [-6.589, -18.035, 30.818], [-8.466, -16.365, 33.218], [-6.702, -16.737, 33.241], [-7.900, -18.005, 33.252], [-8.674, -19.025, 30.966], [-9.798, -17.934, 31.807], [-10.549, -18.248, 29.374], [-8.748, -18.067, 28.884], [-10.520, -16.066, 29.750], [-9.853, -16.235, 28.101], [-6.476, -15.144, 28.589], [-6.939, -16.833, 28.384], [-7.709, -15.576, 27.348], [-7.951, -13.374, 29.417], [-9.068, -13.881, 28.262], [-9.421, -13.876, 30.168], [-6.583, -19.019, 31.290], [-5.673, -17.479, 31.021], [-6.622, -18.319, 29.764], [-7.237, -14.233, 31.607], [-3.720, -12.974, 18.985], [-3.600, -14.450, 19.511], [-2.103, -14.759, 19.743], [-1.534, -14.260, 21.121], [-2.442, -14.722, 22.261], [-3.941, -14.309, 22.054], [-4.374, -14.715, 20.717], [-5.761, -14.587, 20.515], [-4.821, -15.015, 23.124], [-3.976, -12.778, 22.303], [-4.101, -15.467, 18.439], [-2.811, -12.475, 18.637], [-4.056, -12.263, 19.747], [-4.381, -12.641, 18.177], [-1.926, -15.826, 19.605], [-1.527, -14.273, 18.955], [-1.329, -13.189, 21.131], [-0.553, -14.718, 20.964], [-2.161, -14.340, 23.242], [-2.510, -15.811, 22.201], [-5.889, -14.856, 23.003], [-4.604, -16.076, 22.982], [-4.506, -14.674, 24.110], [-4.077, -12.541, 23.366], [-3.049, -12.279, 22.017], [-4.811, -12.237, 21.853], [-5.064, -15.163, 18.031], [-4.261, -16.514, 18.699], [-3.298, -15.460, 17.698], [-5.856, -13.661, 20.239], [3.168, -8.550, 28.588], [3.318, -9.828, 27.935], [2.862, -9.806, 26.608], [2.792, -11.241, 26.106], [2.373, -11.172, 24.699], [1.759, -12.496, 24.443], [1.234, -12.689, 23.029], [2.222, -13.181, 22.110], [2.849, -14.446, 22.425], [2.128, -8.218, 28.607], [3.876, -7.933, 28.031], [3.480, -8.496, 29.631], [3.381, -9.187, 25.868], [1.832, -9.427, 26.541], [2.174, -11.944, 26.658], [3.805, -11.630, 26.270], [3.184, -11.099, 24.097], [0.982, -12.730, 25.174], [2.496, -13.269, 24.695], [0.785, -11.798, 22.598], [0.455, -13.447, 23.164], [3.093, -14.999, 21.524], [2.171, -14.956, 23.113], [3.724, -14.148, 23.005], [-3.459, -14.007, 40.260], [-3.631, -14.573, 38.998], [-4.300, -13.761, 38.046], [-4.192, -14.292, 36.628], [-5.052, -15.489, 36.516], [-5.660, -15.720, 35.221], [-4.722, -15.525, 34.012], [-3.651, -16.420, 34.144], [-2.661, -16.236, 33.124], [-4.403, -13.538, 40.576], [-2.770, -13.168, 40.407], [-3.273, -14.767, 41.016], [-3.884, -12.744, 38.036], [-5.296, -13.633, 38.484], [-3.126, -14.520, 36.538], [-4.442, -13.473, 35.954], [-4.355, -16.227, 36.559], [-6.539, -15.095, 35.051], [-5.950, -16.772, 35.185], [-4.432, -14.472, 33.932], [-5.318, -15.763, 33.121], [-2.182, -17.209, 33.013], [-1.932, -15.450, 33.323], [-3.247, -16.074, 32.216]], "mulliken_charge": [0.350, -0.381, -0.338, 0.583, -0.590, -0.144, -0.408, 0.517, 0.294, 0.248, 1.269, 1.942, -0.548, 0.468, -0.579, -0.382, -0.492, -0.182, -0.939, -0.331, -0.201, -0.495, -0.230, 0.264, -0.179, -0.284, 0.157, 0.351, 0.360, 0.214, 0.184, 0.478, -0.310, 0.522, -0.570, -0.417, 0.391, -0.060, -0.503, 0.367, -1.391, 2.258, -2.117, 1.230, -1.589, 2.014, 0.285, -0.482, -1.822, -1.999, -1.998, 0.427, 0.005, 0.194, 0.538, 0.218, -0.049, -0.657, 0.327, 0.613, 0.370, 0.458, 0.212, 0.565, 0.207, 0.543, 0.404, 0.332, 0.550, 0.380, -1.326, 2.646, -0.949, 0.606, -0.519, 1.459, 0.764, 0.518, -1.789, -0.056, -1.036, -0.341, 0.445, -0.066, -0.091, 0.261, -0.056, -0.224, 0.257, -0.686, 0.640, 0.469, 0.127, -0.596, 0.245, -0.623, -0.345, 0.378, -0.337, -0.173, -1.736, 1.637, -1.289, -1.217, -0.732, 2.375, 0.788, -0.534, -1.108, -2.077, -1.594, 0.390, 0.424, 0.337, 0.278, 0.436, 0.392, 0.462, 0.347, 0.234, -0.389, -0.299, 0.553, 0.402, 0.413, 0.404, 0.361, 0.033, 0.460, 0.344, -2.024, 1.799, -1.579, 0.541, -0.809, 1.815, 0.508, -0.441, -1.550, -0.634, -2.068, 0.385, 0.506, 0.254, 0.395, 0.391, 0.074, -0.283, -0.314, 0.657, 0.546, 0.358, -0.182, -0.096, 0.595, -0.673, 0.500, 0.411, 0.466, 0.349, -2.232, 1.578, -0.990, -0.849, -1.122, 1.599, -0.066, 0.757, -1.360, -1.815, -1.683, 0.441, 0.201, 0.541, 0.329, 0.436, 0.443, 0.375, 0.345, 0.409, -0.301, 0.256, 0.638, -0.313, 0.453, 0.582, 0.515, -0.076, 0.500, 0.054, -1.444, 1.780, -1.965, -0.149, -0.034, 1.593, 0.157, -0.444, -1.437, -1.768, -1.900, 0.297, 0.258, 0.397, 0.378, 0.547, 0.220, 0.196, -0.545, 0.520, 0.358, 0.483, 0.031, 0.184, 0.355, 0.386, 0.352, 0.387, 0.448, 0.393, -0.493, -0.397, 0.041, -0.243, -0.135, 0.230, -0.072, -0.505, -0.324, 0.017, 0.389, 0.257, 0.456, -0.272, -0.057, 0.374, 0.300, -0.509, 0.474, 0.058, 0.059, 0.292, -0.128, 0.338, -0.819, -0.328, -0.965, -0.089, -0.320, -1.421, 1.435, -0.552, 0.563, 0.320, 0.290, 0.286, 0.426, 0.450, 0.175, 0.458, 0.333, 0.244, 0.646, -0.003, -0.503, 0.250, -0.414, -0.309]}

---

{"formula": "C4H10O", "method": "ωB97M-V with the def2-TZVPD basis set", "homo_lumo_gap_ev": [6.72, 7.49], "de_lowest_kj_mol": 650.41, "species": ["C", "C", "C", "C", "O", "H", "H", "H", "H", "H", "H", "H", "H", "H", "H"], "xyz": [[1.937, -0.150, -0.420], [0.858, -1.029, -0.138], [-0.852, 0.566, 0.039], [-2.005, -0.384, -0.187], [-0.627, 1.103, 1.220], [1.739, 1.733, 0.924], [2.206, 0.069, -1.470], [2.819, -0.046, 0.244], [0.796, -1.980, -0.731], [0.688, -1.240, 0.915], [-0.707, 1.271, -0.783], [-1.828, -0.972, -1.096], [-2.162, -1.055, 0.659], [-2.920, 0.204, -0.362], [0.059, 1.911, 1.187]], "mulliken_charge": [-0.632, -0.539, 0.039, -1.056, -0.437, -0.100, 0.232, 0.305, 0.360, 0.255, 0.357, 0.321, 0.318, 0.351, 0.225]}

---

{"formula": "C3H2NOS", "method": "ωB97M-V with the def2-TZVPD basis set", "homo_lumo_gap_ev": [6.27, 6.26], "de_lowest_kj_mol": 424.23, "total_charge": -1, "species": ["C", "C", "C", "N", "O", "S", "H", "H"], "xyz": [[0.025, 1.155, -0.047], [-0.480, -1.236, -0.072], [0.978, 0.156, -0.144], [-1.320, 0.857, 0.021], [-1.556, -0.432, 0.001], [2.582, -0.273, -0.045], [0.395, 2.107, 0.058], [-0.625, -2.334, 0.228]], "mulliken_charge": [-0.182, -0.330, -0.139, -0.429, -0.106, -0.495, 0.442, 0.240]}

---

{"formula": "C16H44ClN4O8", "method": "ωB97M-V with the def2-TZVPD basis set", "homo_lumo_gap_ev": 8.05, "de_lowest_kj_mol": 1004.33, "total_charge": -1, "species": ["Cl", "O", "O", "O", "O", "C", "C", "C", "O", "C", "N", "H", "H", "H", "H", "H", "H", "H", "H", "H", "H", "H", "C", "C", "C", "O", "C", "N", "H", "H", "H", "H", "H", "H", "H", "H", "H", "H", "H", "C", "C", "C", "O", "C", "N", "H", "H", "H", "H", "H", "H", "H", "H", "H", "H", "H", "C", "C", "C", "O", "C", "N", "H", "H", "H", "H", "H", "H", "H", "H", "H", "H", "H"], "xyz": [[1.709, 1.401, -0.464], [1.378, 2.786, -0.055], [1.887, 1.382, -1.893], [2.917, 1.009, 0.196], [0.686, 0.475, -0.071], [2.453, -2.092, 0.078], [2.130, -2.319, -1.389], [1.423, -3.654, -1.655], [2.054, -4.742, -0.942], [1.270, -5.817, -0.741], [1.291, -1.210, -1.879], [2.900, -1.106, 0.202], [3.205, -2.763, 0.494], [1.588, -2.160, 0.739], [3.068, -2.372, -1.941], [1.403, -3.860, -2.725], [0.395, -3.585, -1.299], [0.508, -5.507, -0.027], [1.919, -6.577, -0.307], [0.961, -6.196, -1.715], [0.578, -1.064, -1.179], [1.801, -0.339, -1.869], [-0.800, 0.477, -2.399], [-1.504, -0.877, -2.481], [-2.930, -0.832, -3.116], [-3.676, -0.176, -2.093], [-5.076, -0.051, -2.336], [-0.668, -1.772, -3.302], [-0.480, 0.934, -3.335], [-0.095, 0.504, -1.567], [-1.498, 1.168, -1.927], [-1.669, -1.320, -1.499], [-3.320, -1.841, -3.250], [-3.048, -0.302, -4.061], [-5.647, -0.979, -2.359], [-5.183, 0.248, -3.379], [-5.484, 0.710, -1.671], [-0.316, -1.331, -4.140], [0.236, -2.019, -2.925], [2.539, 1.347, 6.284], [1.409, 0.948, 5.266], [2.078, 0.356, 3.998], [1.052, 0.160, 3.077], [1.505, -0.297, 1.772], [0.387, 0.152, 5.910], [3.120, 0.480, 6.599], [2.110, 1.793, 7.182], [3.211, 2.104, 5.880], [1.025, 1.889, 4.875], [2.506, -0.616, 4.245], [2.847, 1.031, 3.622], [2.263, 0.401, 1.416], [0.720, -0.272, 1.015], [2.005, -1.265, 1.789], [0.713, -0.793, 6.055], [-0.343, 0.104, 5.214], [-0.652, 3.444, -2.557], [-1.170, 3.503, -1.040], [-1.607, 2.206, -0.366], [-2.011, 2.435, 0.969], [-3.124, 1.649, 1.369], [-0.264, 4.215, -0.197], [-0.127, 4.353, -2.851], [-1.367, 3.284, -3.363], [0.044, 2.635, -2.779], [-2.022, 4.176, -1.136], [-0.802, 1.479, -0.477], [-2.400, 1.767, -0.971], [-3.267, 0.650, 0.957], [-4.046, 2.157, 1.087], [-3.308, 1.587, 2.442], [0.002, 4.996, -0.780], [0.612, 3.713, -0.223]], "mulliken_charge": [2.619, -0.833, -0.819, -0.847, -0.756, -1.517, 0.622, -1.208, -0.366, -0.793, -0.228, 0.474, 0.449, 0.398, 0.393, 0.508, 0.441, 0.340, 0.238, 0.301, -0.171, 0.149, 0.925, 0.636, -1.402, -0.159, -0.913, -0.691, 0.438, -1.167, -0.285, 0.077, 0.459, 0.436, 0.313, 0.357, 0.234, 0.301, 0.236, -1.483, 0.376, -0.706, -0.357, -1.876, -0.715, 0.319, 0.392, 0.369, 0.302, 0.235, 0.333, 0.718, 0.363, 0.754, 0.268, 0.369, -1.294, 0.386, -0.146, -0.391, -0.884, -0.964, 0.381, 0.381, 0.201, 0.591, -0.476, 0.576, 0.297, 0.359, 0.316, 0.283, 0.539]}